Here is a cluster of 2 separate species, C5H10O2 in total at a distorted geometry from OMol25. Energies are from the ωB97M-V functional and the def2-TZVPD basis.

```
17
Properties=species:S:1:pos:R:3:forces:R:3
C 0.4004 0.0322 -1.8930 -0.1 0.1 0.0
C -0.4478 -1.0065 -1.2362 -0.3 -0.5 0.5
C -1.5810 -0.8238 -0.5494 0.6 -0.2 -0.4
O -2.2188 0.3641 -0.3454 0.1 0.5 -0.2
H 0.1287 1.0507 -1.6033 0.0 0.0 -0.1
H 1.4478 -0.1178 -1.6110 -0.1 0.1 -0.1
H 0.3237 -0.0538 -2.9806 0.1 0.1 0.0
H -0.0630 -2.0239 -1.3038 -0.3 0.2 0.1
H -2.1137 -1.6364 -0.0668 0.1 0.1 -0.1
H -1.8231 1.0377 -0.9233 -0.2 -0.3 0.3
C 0.8974 1.0908 1.6649 -0.1 -0.1 -0.5
C 0.7729 -0.3776 1.9334 1.6 -1.0 -0.2
O 1.6452 -1.1901 1.6443 -1.4 1.1 0.4
H -0.0646 1.4762 1.3192 0.0 0.1 0.2
H 1.1847 1.6015 2.5861 -0.1 0.0 0.0
H 1.6482 1.2653 0.8903 0.0 0.0 0.2
H -0.1370 -0.6886 2.4746 0.0 -0.1 -0.1
```
Forces are in eV/Å.

Computed properties:
* E_tot: -346.947335 hartree
* strongest force on any atom: 1.909 eV Å⁻¹
* spin multiplicity: 1
* relative energy (zero: lowest compared OMol25 entry of this formula, charge and spin): 2.125 eV
* net charge: 0
* E_HOMO: -0.3246 hartree
* Kohn-Sham gap: 9.57 eV